The following is a quantum chemistry calculation of C45H70F3I3N4O6Si as an isolated structure at a distorted geometry, from the OMol25 dataset.

<S²> ... 2.01
Maximum force ... 10.1 eV Å⁻¹
E_tot ... -3908.27183 Ha
2S+1 ... 3

Last column: Löwdin charge in e.
Atoms and positions in Å:
C  4.5851  -0.7698  -0.6596  -0.108
C  5.9169  -0.3640  -1.5948  -0.212
C  5.7825  -0.8330  -3.1528  -0.219
C  5.7873  -2.5043  -3.0674  -0.087
C  6.7149  -0.1625  -4.2997  -0.245
N  7.6561  -0.8484  -5.1859  0.009
C  7.4850  -1.9682  -5.8181  -0.252
C  6.6788  -2.3421  -7.2254  -0.060
C  8.3394  -3.3051  -5.2680  -0.094
C  7.6983  1.1514  -3.9344  -0.177
C  9.0574  1.4129  -4.8746  -0.199
O  9.2119  2.5220  -5.6539  -0.032
N  10.3197  0.5635  -4.8535  0.084
C  11.4892  1.3769  -5.4116  -0.172
O  11.8441  1.3109  -6.7253  0.005
F  12.3503  2.2844  -4.5768  -0.014
C  8.3935  1.4331  -2.5122  -0.555
I  8.2815  3.4210  -1.4775  0.886
C  9.2066  0.4593  -1.6779  -0.690
C  9.9247  0.8874  -0.2290  -0.225
I  9.4875  -1.6013  -2.2837  0.942
C  6.6387  2.3309  -4.3018  -0.352
O  6.6708  3.6406  -4.4960  -0.006
O  5.3054  1.7645  -4.5409  -0.139
C  5.5929  0.5252  -5.3395  -0.472
I  6.3366  1.4980  -7.2091  1.197
C  4.3011  -0.1872  -5.9474  -0.304
F  3.9921  -1.5803  -5.5814  -0.030
F  4.3967  -0.2328  -7.4633  -0.236
C  2.8617  0.6537  -5.7958  -0.134
C  2.2816  0.8324  -4.2989  -0.265
Si  0.7799  -0.3591  -3.8633  0.544
C  -0.4841  -0.4419  -5.3549  -0.213
C  1.3246  -2.0881  -3.2269  -0.219
C  -0.1469  0.5746  -2.4031  -0.207
C  0.6210  1.7180  -1.4534  -0.071
C  -0.1105  2.4954  -0.1906  -0.076
C  -1.6944  2.1602  0.1984  -0.065
C  -2.5062  1.0637  -0.7548  -0.057
C  -1.7433  0.2952  -2.0253  -0.067
H  4.0408  0.1899  -0.2703  0.077
H  3.7877  -1.3592  -1.3249  0.051
H  4.9271  -1.4399  0.2544  0.089
H  5.8640  0.8291  -1.5971  0.115
H  6.8264  -0.7935  -1.0045  0.075
H  4.6118  -0.6294  -3.3114  0.126
H  6.7601  -2.9338  -2.5723  0.032
H  5.5530  -2.9981  -4.1298  0.089
H  4.8945  -2.9113  -2.3839  0.094
H  6.5871  -1.4424  -7.9677  0.042
H  7.3181  -3.1595  -7.8187  0.090
H  5.6395  -2.8928  -7.0182  0.104
H  8.0929  -3.5851  -4.1643  0.029
H  8.3068  -4.2035  -6.0147  0.077
H  9.4731  -2.9292  -5.2629  0.074
H  10.2341  -0.2472  -5.5151  0.123
H  10.5540  0.0122  0.2389  0.069
H  9.0507  1.1902  0.4947  0.064
H  10.6587  1.8080  -0.4108  0.075
H  2.0769  -0.0127  -6.4013  0.118
H  2.9791  1.6444  -6.4246  0.138
H  3.0773  0.8859  -3.4276  0.078
H  1.7668  1.9130  -4.2757  0.109
H  -0.2047  0.2803  -6.2365  0.046
H  -1.5810  -0.1500  -5.0249  0.044
H  -0.5347  -1.5726  -5.6859  0.051
H  1.9581  -2.5911  -4.0770  0.044
H  0.3377  -2.7055  -3.0157  0.059
H  1.8985  -2.0036  -2.2077  0.033
H  1.7365  1.9815  -1.6890  0.064
H  0.4435  3.2926  0.4993  0.082
H  -2.2392  2.6826  1.1182  0.087
H  -3.6293  0.8679  -0.4592  0.068
H  -2.3849  -0.4694  -2.6453  0.074
C  -9.2207  3.8041  1.8070  -0.037
C  -8.3239  3.0567  0.7731  -0.462
C  -9.1137  1.8906  0.1110  -0.145
C  -9.3049  0.6824  1.0169  -0.191
C  -7.9698  0.2080  1.5800  -0.136
C  -7.1829  1.3456  2.2878  -0.474
N  -7.0653  2.5882  1.4536  -0.024
O  -6.1118  2.3356  0.4493  -0.044
C  -7.8807  1.6622  3.6392  -0.047
C  -5.7883  0.7895  2.7248  -0.040
C  -8.0632  4.1276  -0.3392  -0.053
H  -10.1675  3.2843  1.9881  0.080
H  -8.7230  3.9490  2.7703  0.070
H  -9.4744  4.8197  1.4802  0.076
H  -8.5925  1.5591  -0.7973  0.122
H  -10.0981  2.2465  -0.2228  0.123
H  -10.0005  0.9188  1.8266  0.101
H  -9.7661  -0.1320  0.4473  0.114
H  -8.1461  -0.6190  2.2740  0.123
H  -7.3674  -0.2061  0.7585  0.123
H  -7.4034  2.5179  4.1394  0.091
H  -7.8163  0.8055  4.3327  0.087
H  -8.9472  1.8760  3.5398  0.061
H  -5.2108  0.3897  1.8832  0.066
H  -5.8975  -0.0365  3.4374  0.072
H  -5.1897  1.5684  3.2144  0.087
H  -7.4885  4.9747  0.0546  0.088
H  -9.0125  4.5208  -0.7285  0.085
H  -7.5245  3.7207  -1.2029  0.074
C  -2.4887  -0.7404  7.7366  -0.035
C  -4.0290  -0.5168  7.6411  -0.461
C  -4.7028  -0.7781  9.0194  -0.144
C  -4.8062  -2.2517  9.3861  -0.191
C  -5.4815  -3.0435  8.2718  -0.138
C  -4.7968  -2.8351  6.8926  -0.479
N  -4.5911  -1.3882  6.5495  -0.021
O  -5.8433  -0.8562  6.1879  -0.043
C  -3.4398  -3.5913  6.8954  -0.053
C  -5.6276  -3.5911  5.8047  -0.046
C  -4.1671  1.0141  7.3426  -0.051
H  -2.1917  -1.1835  8.6931  0.081
H  -2.1039  -1.3759  6.9337  0.071
H  -1.9253  0.1948  7.6323  0.077
H  -5.7151  -0.3518  9.0235  0.122
H  -4.1535  -0.2503  9.8112  0.124
H  -3.8159  -2.6617  9.6022  0.102
H  -5.3879  -2.3588  10.3084  0.115
H  -5.4848  -4.1049  8.5363  0.122
H  -6.5369  -2.7403  8.2130  0.124
H  -2.8822  -3.4059  5.9655  0.092
H  -3.5905  -4.6825  6.9697  0.090
H  -2.7961  -3.3289  7.7379  0.062
H  -6.6726  -3.2624  5.7677  0.075
H  -5.6552  -4.6684  6.0060  0.082
H  -5.1879  -3.4546  4.8083  0.087
H  -3.7292  1.2683  6.3697  0.087
H  -3.6464  1.6065  8.1078  0.086
H  -5.2087  1.3560  7.3488  0.073


The following is a quantum chemistry calculation of a 2-piece molecular cluster, C8H15BrSi overall at a distorted geometry, from the OMol25 dataset.

Structure (SMILES) ... C=[Si](C)C(C)(C)C.C#CBr
Relative energy (zero: lowest compared OMol25 entry of this formula, charge and spin) ... 100.7 kcal/mol
Maximum force ... 3.5 eV Å⁻¹
E_tot ... -3177.13752 Ha

Last column: Löwdin charge in e.
Atoms and positions in Å:
C  -0.1900  1.8714  1.4266  -0.226
Si  0.1470  1.1558  -0.1572  0.786
C  -0.7527  1.7808  -1.7093  -0.204
C  1.1900  -0.5086  0.0952  -0.669
C  1.2851  -0.7032  1.6474  -0.129
C  0.5081  -1.7514  -0.4948  -0.124
C  2.4373  -0.3309  -0.7672  -0.138
H  -0.4186  2.9683  1.6351  -0.004
H  0.3603  1.6106  2.2657  -0.087
H  -0.5571  1.1635  -2.6274  0.040
H  -1.8246  1.6363  -1.5516  0.013
H  -0.6063  2.7920  -2.0118  0.007
H  1.4142  -1.7981  1.8411  0.077
H  2.0820  -0.0511  2.1092  0.088
H  0.3023  -0.4508  2.2679  0.097
H  -0.3420  -1.9850  0.1514  0.075
H  1.3322  -2.5880  -0.4288  0.118
H  0.3227  -1.6280  -1.5559  0.065
H  3.1033  0.5178  -0.5512  0.078
H  3.1319  -1.1981  -0.7864  0.088
H  1.9595  -0.2734  -1.7570  0.069
C  -3.2772  -0.0479  0.5866  -0.030
C  -3.8293  -0.9276  -0.0019  -0.757
Br  -5.0661  -1.8955  -0.9245  0.718
H  -2.7119  0.6412  1.2986  0.050


The following is a quantum chemistry calculation of C45H36Br2IrN4O2P2Se2 as an isolated structure at a distorted geometry, from the OMol25 dataset.

Net charge ... +3
Relative energy (zero: lowest compared OMol25 entry of this formula, charge and spin) ... 0.0 kcal/mol
Maximum force ... 3.8 eV Å⁻¹
E_tot ... -12843.12470 Ha

Last column: Löwdin charge in e.
Atoms and positions in Å:
Ir  -1.3354  0.0507  -0.9812  1.404
O  -1.3341  0.0968  1.1112  -0.460
P  -0.2205  -0.0936  2.1441  0.807
C  1.2672  0.8012  1.6117  -0.266
P  1.9096  0.4193  -0.0508  0.821
O  0.7213  0.2717  -1.0103  -0.439
C  2.9471  1.7845  -0.5228  -0.270
C  2.3541  3.0227  -0.7905  -0.072
C  3.1289  4.0926  -1.1945  -0.045
C  4.5035  3.9329  -1.3414  -0.029
C  5.0989  2.7084  -1.0811  -0.034
C  4.3261  1.6297  -0.6747  -0.042
C  2.9618  -1.0149  0.0082  -0.329
C  3.7338  -1.3235  1.1306  -0.073
C  4.6439  -2.3666  1.0755  -0.037
C  4.7994  -3.0904  -0.1013  -0.029
C  4.0500  -2.7721  -1.2264  -0.050
C  3.1292  -1.7375  -1.1750  -0.087
C  -0.7042  0.5352  3.7266  -0.295
C  0.0115  1.5243  4.4023  -0.068
C  -0.4204  1.9534  5.6489  -0.044
C  -1.5574  1.3979  6.2162  -0.029
C  -2.2718  0.4092  5.5469  -0.039
C  -1.8479  -0.0265  4.3058  -0.060
C  0.1566  -1.8376  2.3766  -0.260
C  1.0701  -2.2217  3.3432  -0.054
C  1.2371  -3.5713  3.6339  -0.014
C  0.4549  -4.5289  2.9944  -0.020
C  -0.4536  -4.1341  2.0360  -0.023
C  -0.5783  -2.7872  1.6245  -0.170
H  2.0617  0.6835  2.3514  0.080
H  0.9981  1.8631  1.5814  0.081
H  1.2825  3.1438  -0.6775  0.076
H  2.6722  5.0531  -1.3944  0.112
H  5.1112  4.7691  -1.6604  0.125
H  6.1673  2.5895  -1.1977  0.124
H  4.8002  0.6784  -0.4786  0.109
H  3.6554  -0.7436  2.0418  0.107
H  5.2480  -2.6025  1.9410  0.123
H  5.5206  -3.8957  -0.1443  0.125
H  4.1893  -3.3252  -2.1456  0.124
H  2.5535  -1.4788  -2.0565  0.123
H  0.9020  1.9668  3.9744  0.101
H  0.1328  2.7173  6.1778  0.122
H  -1.8901  1.7343  7.1890  0.125
H  -3.1530  -0.0233  6.0005  0.122
H  -2.4048  -0.7986  3.7864  0.115
H  1.6324  -1.4857  3.9075  0.122
H  1.9489  -3.8724  4.3912  0.126
H  0.5412  -5.5702  3.2731  0.127
H  -1.0758  -4.8749  1.5462  0.133
H  -1.6123  -2.5033  1.4450  0.057
Br  -0.5652  1.2645  -7.4625  0.920
C  -0.7888  0.8688  -5.6627  -0.658
C  -0.9801  -0.4367  -5.2386  -0.044
C  -1.1626  -0.6787  -3.8914  -0.054
N  -1.1719  0.2998  -2.9808  -0.053
C  -0.9485  1.5746  -3.3839  -0.185
C  -0.7633  1.8876  -4.7139  -0.015
C  -0.9612  2.5902  -2.3056  -0.206
C  -0.7776  3.9443  -2.5109  -0.022
C  -0.9085  4.8126  -1.4318  -0.671
Br  -0.6749  6.6406  -1.6749  0.913
C  -1.2201  4.3008  -0.1773  -0.056
C  -1.3655  2.9349  -0.0421  -0.082
N  -1.2328  2.1021  -1.0786  -0.067
H  -0.9898  -1.2593  -5.9391  0.128
H  -1.2956  -1.6844  -3.5234  0.096
H  -0.6015  2.9075  -5.0289  0.119
H  -0.5560  4.3364  -3.4923  0.121
H  -1.3478  4.9500  0.6772  0.127
H  -1.6269  2.4777  0.9037  0.122
Se  -3.7120  -2.8110  -1.8971  0.812
Se  -4.0385  -2.1659  0.3170  0.810
C  -4.3371  -0.3678  -0.2594  -0.651
C  -5.6174  0.1155  -0.0337  -0.081
C  -6.0546  1.2695  -0.6557  0.003
C  -5.1927  1.8683  -1.5551  -0.008
C  -3.9291  1.3450  -1.7168  -0.102
N  -3.4423  0.2788  -1.0454  -0.115
C  -1.8330  -3.0462  -1.6346  -0.703
C  -1.3047  -4.2545  -1.9890  -0.082
C  0.0344  -4.5463  -1.6386  -0.010
C  0.6440  -3.7091  -0.7708  -0.030
C  -0.0221  -2.5212  -0.3168  -0.204
N  -1.1142  -2.0730  -0.9911  -0.136
H  -6.2841  -0.4667  0.5869  0.113
H  -7.0581  1.6415  -0.4999  0.136
H  -5.4842  2.7310  -2.1371  0.129
H  -3.2850  1.8102  -2.4413  0.102
H  -1.9241  -4.9850  -2.4900  0.116
H  0.5181  -5.4453  -1.9964  0.132
H  1.6208  -3.9173  -0.3515  0.126
H  0.6914  -1.7330  -0.1642  0.059


The following is a quantum chemistry calculation of C30H23BrCl3NO6PPd as an isolated structure at a distorted geometry, from the OMol25 dataset.

Net charge ... +1
Relative energy (zero: lowest compared OMol25 entry of this formula, charge and spin) ... 15.0 kcal/mol
Maximum force ... 1.0 eV Å⁻¹
E_tot ... -6086.54514 Ha

Last column: Löwdin charge in e.
Atoms and positions in Å:
Pd  -0.5874  0.1844  -0.8156  1.110
C  1.4711  -2.8413  4.2801  -0.042
C  2.2274  -3.0191  3.1287  -0.050
C  2.0758  -2.1593  2.0540  -0.055
C  1.1516  -1.1151  2.1242  -0.338
C  0.4036  -0.9288  3.2959  -0.191
C  0.5648  -1.7897  4.3637  -0.064
P  1.0304  0.1559  0.8527  1.135
C  2.5827  0.4593  0.0324  -0.333
C  3.3338  -0.5680  -0.5512  -0.103
C  4.5200  -0.2705  -1.1898  -0.044
C  4.9559  1.0465  -1.2723  -0.036
C  4.1965  2.0712  -0.7323  -0.047
C  3.0040  1.7856  -0.0891  -0.074
C  0.4194  1.6347  1.6938  -0.316
C  1.1192  2.3234  2.6512  -0.056
C  0.4615  3.2992  3.4254  -0.039
C  -0.8800  3.5219  3.2701  0.007
C  -1.6346  2.8127  2.3079  -0.142
C  -3.0314  2.9871  2.1297  -0.007
C  -3.7048  2.2714  1.1859  -0.039
C  -3.0223  1.3629  0.3343  -0.092
C  -1.6901  1.1962  0.5072  -0.257
C  -0.9565  1.8825  1.4898  -0.212
H  1.5973  -3.5132  5.1186  0.117
H  2.9499  -3.8215  3.0679  0.117
H  2.6925  -2.3033  1.1842  0.088
H  -0.2820  -0.0862  3.3894  0.091
H  -0.0096  -1.6346  5.2658  0.117
H  2.9676  -1.5832  -0.5678  0.098
H  5.0891  -1.0630  -1.6548  0.122
H  5.8816  1.2740  -1.7837  0.118
H  4.5239  3.0981  -0.8212  0.116
H  2.4030  2.5913  0.3106  0.103
H  2.1658  2.1092  2.8318  0.126
H  1.0212  3.8537  4.1660  0.116
H  -1.3855  4.2486  3.8941  0.126
H  -3.5552  3.6979  2.7561  0.123
H  -4.7703  2.4051  1.0562  0.118
H  -3.5610  0.8515  -0.4517  0.116
C  -2.6701  -3.5597  -3.9376  -0.016
C  -2.5398  -3.1805  -2.4912  -0.209
C  -2.9889  -3.9814  -1.4388  0.026
C  -2.8469  -3.5430  -0.1269  -0.070
C  -2.2303  -2.3316  0.0996  -0.666
Br  -2.1313  -1.6078  1.8434  0.982
N  -1.7509  -1.5875  -0.8757  -0.051
C  -1.9185  -1.9889  -2.1469  -0.055
H  -3.2632  -4.4652  -4.0505  0.085
H  -1.6866  -3.7284  -4.3762  0.098
H  -3.1446  -2.7609  -4.5071  0.097
H  -3.4664  -4.9325  -1.6398  0.131
H  -3.2192  -4.1137  0.7102  0.113
H  -1.5542  -1.3549  -2.9296  0.094
Cl  -1.9249  4.5110  -2.4145  0.650
C  -0.8939  3.2973  -3.2028  -1.005
Cl  -1.4455  2.8832  -4.8120  0.687
C  -0.9020  2.0893  -2.2978  -0.725
O  0.0104  2.0199  -1.3913  -0.076
O  -1.7424  1.1804  -2.3731  -0.027
H  0.1137  3.6962  -3.2576  0.081
O  0.2020  -0.6542  -4.2707  -0.314
Cl  1.3137  -0.5789  -3.3692  0.697
O  1.7571  0.7719  -3.2382  -0.300
O  2.3591  -1.4631  -3.7360  -0.275
O  0.8248  -1.0446  -2.0081  -0.478


What did the second record say?
The following is a quantum chemistry calculation of a 2-piece molecular cluster, C8H15BrSi overall at a distorted geometry, from the OMol25 dataset.

Structure (SMILES) ... C=[Si](C)C(C)(C)C.C#CBr
Relative energy (zero: lowest compared OMol25 entry of this formula, charge and spin) ... 100.7 kcal/mol
Maximum force ... 3.5 eV Å⁻¹
E_tot ... -3177.13752 Ha

Last column: Löwdin charge in e.
Atoms and positions in Å:
C  -0.1900  1.8714  1.4266  -0.226
Si  0.1470  1.1558  -0.1572  0.786
C  -0.7527  1.7808  -1.7093  -0.204
C  1.1900  -0.5086  0.0952  -0.669
C  1.2851  -0.7032  1.6474  -0.129
C  0.5081  -1.7514  -0.4948  -0.124
C  2.4373  -0.3309  -0.7672  -0.138
H  -0.4186  2.9683  1.6351  -0.004
H  0.3603  1.6106  2.2657  -0.087
H  -0.5571  1.1635  -2.6274  0.040
H  -1.8246  1.6363  -1.5516  0.013
H  -0.6063  2.7920  -2.0118  0.007
H  1.4142  -1.7981  1.8411  0.077
H  2.0820  -0.0511  2.1092  0.088
H  0.3023  -0.4508  2.2679  0.097
H  -0.3420  -1.9850  0.1514  0.075
H  1.3322  -2.5880  -0.4288  0.118
H  0.3227  -1.6280  -1.5559  0.065
H  3.1033  0.5178  -0.5512  0.078
H  3.1319  -1.1981  -0.7864  0.088
H  1.9595  -0.2734  -1.7570  0.069
C  -3.2772  -0.0479  0.5866  -0.030
C  -3.8293  -0.9276  -0.0019  -0.757
Br  -5.0661  -1.8955  -0.9245  0.718
H  -2.7119  0.6412  1.2986  0.050